Here is an isolated molecule of CH2BrNOS from the Open Molecules 2025 dataset. Energies are from ωB97M-V/def2-TZVPD.

CARTESIAN COORDINATES (ANGSTROEM)
1 N 0.672 0.701 -0.059
2 C 0.303 -0.537 -0.293
3 S 0.883 -1.744 -1.122
4 O -0.963 -0.916 0.260
5 Br -2.219 0.131 1.251
6 H -0.085 1.204 0.475
7 H 1.409 1.161 -0.512

Forces on the atoms, in the same order (eV/Å):
-2.8 0.7 2.1
-2.4 0.3 0.9
1.2 -1.4 -1.1
0.3 0.1 0.0
1.1 -0.1 -0.6
1.7 0.0 -0.9
0.9 0.4 -0.6

Summary:
SMILES string: NC(=S)OBr
Frontier orbital gap, eV: 7.8
Calculated total energy, a.u.: -3141.43790
ΔE to the lowest compared entry with this formula, charge and spin, kcal per mole: 37.38
LUMO energy, eV: -1.31

Here are the natural (NBO) charges for atoms 1 to 6, given in e: -0.787, 0.330, -0.025, -0.589, 0.238, 0.410